Record 1
Density functional theory data (ωB97M-V/def2-TZVPD) for a structure of composition C18H31LuN2Se at a distorted geometry.

Calculated values
Strongest force on any atom in eV Å⁻¹: 3.3
Energy in eV: -121102.54364

Structure (ORCA input):
```
! RIJCOSX wB97M-V def2-TZVPD def2/J DEFGRID3
* xyz 2 1
H 1.257 3.593 -2.210
H 4.769 -2.150 -1.956
H 0.127 3.923 1.467
H -2.820 0.552 1.839
C 0.227 -1.810 4.262
Lu 0.351 -0.107 -0.197
H 2.208 2.956 -0.847
H 0.415 -2.603 4.994
C -3.058 0.343 -1.078
H -3.915 -3.752 1.323
H 1.978 1.968 -2.326
H 0.453 2.439 2.386
C -1.310 1.380 0.527
C -1.720 0.893 -0.759
H 5.379 -0.756 -1.063
H 4.509 -0.516 -2.578
C 2.038 -1.558 -1.722
H -2.265 -1.765 5.556
H 3.325 -1.735 -0.006
C 3.217 -1.075 -0.876
H 1.115 -1.880 -1.142
C -3.309 -2.196 3.639
H -3.425 -0.319 -0.284
C 0.264 2.077 -1.038
C -0.110 2.136 0.350
H -2.708 -2.865 0.360
H -1.546 0.247 -3.405
N -2.746 -2.366 2.371
N -1.117 -1.928 3.738
C -1.395 -2.182 2.433
H 0.937 -1.920 3.433
C 1.490 2.678 -1.635
H -3.777 1.171 -1.196
H 0.374 -0.830 4.726
H 2.338 -2.516 -2.161
H -4.190 -2.025 0.886
C 0.569 2.918 1.406
H -3.036 -0.215 -2.021
C -2.172 1.434 1.742
H -4.361 -2.320 3.802
H -2.824 2.328 1.730
H 1.779 -0.892 -2.564
C -2.283 -1.923 4.485
C -3.443 -2.773 1.175
C -0.732 1.296 -1.726
C 4.539 -1.120 -1.664
H 0.194 0.647 -3.550
H 1.636 3.035 1.183
H -1.041 1.916 -3.769
C -0.783 1.011 -3.187
H -1.583 1.470 2.670
H 3.068 -0.062 -0.465
Se -0.169 -2.532 1.057
*
```

***

Record 2
Density functional theory data (ωB97M-V/def2-TZVPD) for a structure of composition C18H31MoNO4SbSe4Si4Te at a distorted geometry.

Calculated values
Relative energy (zero: lowest compared OMol25 entry of this formula, charge and spin) in kcal per mole: 22.0
Strongest force on any atom in eV Å⁻¹: 3.7

Structure (ORCA input):
```
! RIJCOSX wB97M-V def2-TZVPD def2/J DEFGRID3
* xyz -1 1
H -14.318 5.094 8.083
H -11.751 9.874 3.004
C -15.232 3.540 2.553
C -16.369 7.297 -1.224
H -11.763 9.528 -1.098
C -15.186 12.707 1.045
H -16.100 12.822 0.441
Se -18.964 4.546 3.184
C -12.283 7.295 1.097
O -14.685 4.810 0.416
C -17.779 4.462 6.558
H -14.721 11.357 4.648
Si -12.964 9.001 0.929
H -11.224 7.293 0.939
H -17.510 10.212 -1.910
O -16.363 5.409 1.892
H -17.340 6.873 -1.640
H -12.668 6.605 0.385
C -16.125 4.539 9.891
Te -15.163 7.992 3.952
H -18.760 4.199 6.153
O -15.069 2.319 2.496
H -13.235 10.580 -1.025
C -16.326 4.647 8.468
H -15.744 6.507 -0.814
N -15.889 4.376 11.018
C -15.449 4.966 6.223
H -17.361 11.056 -0.297
H -15.827 7.774 -2.016
H -13.802 12.646 3.883
C -15.406 4.718 1.408
C -14.175 11.618 3.750
Se -21.030 5.771 7.328
H -18.906 8.768 1.564
C -16.702 4.723 5.693
O -15.446 4.214 3.680
H -14.637 5.147 5.540
H -17.360 10.953 3.835
C -17.110 11.774 3.143
Si -15.448 11.418 2.369
H -15.927 10.520 -1.139
H -12.521 6.871 2.112
H -18.391 4.063 8.587
H -14.353 12.390 0.404
C -16.954 10.271 -0.956
H -17.108 12.752 3.647
H -13.358 8.838 -1.455
H -14.885 13.689 1.558
Se -22.066 7.743 3.802
Mo -17.038 5.390 3.810
Si -15.270 9.189 1.630
H -10.791 9.950 1.485
H -13.311 10.934 3.707
H -18.607 7.175 0.947
C -18.490 8.251 0.703
H -11.976 11.225 1.832
H -17.991 11.860 2.461
C -15.268 4.969 7.610
C -11.819 10.139 1.916
Se -17.890 7.502 4.747
C -17.605 4.391 7.905
Si -16.844 8.676 -0.018
Sb -20.460 7.032 5.374
H -19.218 8.382 -0.107
C -12.826 9.562 -0.864
*
```

***

Record 3
Density functional theory data (ωB97M-V/def2-TZVPD) for the molecule C18H31N5O3S.

Calculated values
Relative energy (zero: lowest compared OMol25 entry of this formula, charge and spin) in kcal per mole: 0.0
Strongest force on any atom in eV Å⁻¹: 0.1
SMILES: CCN1CCC[C@@H](ONC(=O)[C@H](CNC(=O)Cc2cnns2)C(C)(C)C)C1

Structure (ORCA input):
```
! RIJCOSX wB97M-V def2-TZVPD def2/J DEFGRID3
* xyz 0 1
H 0.036 -1.900 -0.461
N -1.326 1.573 -0.419
H 2.828 -0.656 -0.436
C 1.750 -3.166 -0.285
N -3.222 -3.784 -2.201
N -2.357 -3.690 -3.142
H -0.515 -0.249 -2.142
H 2.303 2.078 -3.644
N 0.008 -0.658 1.589
H 1.783 1.804 -1.991
H 0.050 3.832 4.326
H -0.977 -2.294 -3.920
C 2.510 0.029 -3.028
O 1.034 -1.529 1.308
O -2.825 -0.053 0.040
C -2.388 2.714 3.764
H 1.198 -3.948 0.239
C -1.602 -0.218 -2.022
H 2.587 -0.305 -4.065
C 2.505 -2.307 -2.523
C 1.831 -3.452 -1.783
C -1.735 -2.480 -3.173
H -0.865 3.157 0.802
N 1.833 -1.030 -2.283
H 0.823 -3.595 -2.182
C -1.973 0.420 -0.697
H 3.563 -2.242 -2.207
H -0.529 1.717 5.459
H -1.880 0.666 2.201
H -2.528 2.578 0.953
H -1.985 0.436 -2.812
S -3.323 -2.394 -1.293
O 1.251 1.241 1.479
H -0.545 1.830 -1.000
H 0.974 3.054 3.030
C -1.092 1.410 2.066
C 1.069 -1.831 -0.100
H -1.198 0.358 4.552
H 0.765 1.268 -3.350
H 1.324 0.217 -0.677
H 0.481 0.861 4.293
C -1.489 2.268 0.853
C 0.196 0.681 1.710
C -2.140 -1.598 -2.211
C -0.531 1.222 4.487
C -0.994 2.195 3.399
H -2.748 3.455 3.048
H 2.501 -2.498 -3.598
H 2.753 -3.115 0.149
H 3.542 0.157 -2.659
H -0.361 4.149 2.649
C 1.792 1.369 -2.992
C -0.019 3.374 3.338
H -2.361 3.194 4.744
H -0.864 -1.101 1.830
H -3.116 1.899 3.807
H 2.385 -4.374 -1.964
C 1.810 -0.739 -0.855
*
```

***

Record 4
Density functional theory data (ωB97M-V/def2-TZVPD) for the molecule C18H31N5O3S.

Calculated values
Relative energy (zero: lowest compared OMol25 entry of this formula, charge and spin) in kcal per mole: 4.5
Strongest force on any atom in eV Å⁻¹: 0.2
SMILES: CCN1CCC[C@@H](ONC(=O)[C@H](CNC(=O)Cc2cnns2)C(C)(C)C)C1

Structure (ORCA input):
```
! RIJCOSX wB97M-V def2-TZVPD def2/J DEFGRID3
* xyz 0 1
H -2.503 -0.491 4.591
H 3.195 -3.283 -3.467
H -4.557 0.035 -1.302
C 1.922 -0.383 -1.267
C -3.085 1.399 -3.115
C 2.605 1.176 -2.964
H 0.382 -1.890 -1.391
H 3.995 -1.055 -2.841
H 0.236 1.997 5.114
H 1.649 2.346 -1.393
H 0.411 -0.448 5.541
N 0.194 -1.426 0.996
C -0.986 0.103 2.428
N -1.192 0.935 -4.162
H 1.887 -3.831 -1.360
H 3.265 -2.781 -1.033
H -3.960 2.014 -2.968
H -2.645 1.468 2.258
C 0.251 -0.618 4.475
H 1.531 -2.709 -3.559
H 3.607 1.280 -2.510
C 2.301 -2.839 -1.548
C 2.982 -1.156 -3.274
N 2.081 -0.164 -2.698
H -1.134 2.083 1.579
N -2.183 1.734 -4.085
C -1.977 0.459 4.703
C -2.773 0.263 -2.424
O 1.318 -2.003 0.443
H -0.199 -1.608 4.359
H -3.658 -1.452 -1.481
O -3.418 -0.969 0.982
C 1.718 2.311 -2.481
C -3.021 -0.217 0.109
H 2.740 1.257 -4.045
N -2.168 0.803 0.339
H -0.496 -2.103 1.287
H -2.652 1.261 4.401
C 0.273 -0.219 1.635
H 2.876 -0.266 -0.724
H -0.658 2.647 3.748
H -1.621 -0.782 2.465
C -1.758 1.197 1.682
H 0.715 2.226 -2.899
H 2.141 3.261 -2.810
C 0.004 1.835 4.059
C 1.389 -1.777 -0.978
H -1.757 0.602 5.763
C -3.547 -0.380 -1.318
O 1.219 0.532 1.519
H 0.924 1.892 3.481
C 2.484 -2.573 -3.040
S -1.319 -0.320 -3.064
H 1.235 0.356 -0.861
H 1.224 -0.617 3.982
C -0.667 0.469 3.905
H 3.066 -0.956 -4.344
H -1.884 1.376 -0.438
*
```

***

Record 5
Density functional theory data (ωB97M-V/def2-TZVPD) for a structure of composition C18H31O8Y at a distorted geometry.

Calculated values
Strongest force on any atom in eV Å⁻¹: 7.0
Energy in eV: -36573.30947

Structure (ORCA input):
```
! RIJCOSX wB97M-V def2-TZVPD def2/J DEFGRID3
* xyz 2 1
H -1.117 -1.258 -2.403
H 0.391 3.954 -0.050
H -1.888 -1.893 -3.625
C -0.549 -0.222 0.137
C -3.898 -0.729 -1.295
O 3.500 4.177 0.184
O -3.564 0.366 -1.995
H 0.939 -2.963 -0.486
H 0.921 -4.847 -2.526
H 2.136 0.420 -0.909
H -0.174 6.063 0.411
H -1.844 0.789 -3.248
C 3.668 2.143 1.517
C -2.156 -1.288 -2.747
C 0.236 -4.689 -1.695
H 3.802 -0.076 1.300
O 2.676 2.323 -0.652
H -2.217 -1.169 0.935
H 3.063 2.534 2.336
H 0.502 2.204 1.500
H 1.992 -4.277 -0.343
H 2.193 0.571 1.503
H 0.478 0.027 0.400
H -1.135 -6.498 -1.352
C -0.053 3.058 1.891
H 0.519 -6.846 -1.109
H -0.581 -4.055 -2.033
O -0.678 -1.315 2.323
H -1.335 3.639 0.202
C 3.172 0.782 1.067
C 0.930 -4.053 -0.492
H 0.708 5.866 3.069
H -3.375 0.180 -3.927
H 3.927 0.652 -0.934
H 1.795 5.470 1.697
O 0.032 -4.150 1.811
C -0.190 -6.016 -1.099
O -4.638 -0.695 -0.360
H 4.735 2.267 1.691
C -0.359 5.375 1.232
H -1.321 5.570 1.710
O -0.415 -5.734 0.335
C -0.416 3.962 0.692
H -0.950 2.854 2.478
H -0.502 -1.163 -0.426
C -2.665 0.090 -3.102
C 3.322 3.016 0.341
O 0.722 3.918 2.742
H -2.752 -2.580 -1.082
C 0.168 -4.638 0.678
C 2.983 0.942 -0.465
H -1.746 0.324 1.862
Y -0.531 -3.028 3.803
C -3.185 -1.956 -1.860
C 0.853 5.239 2.191
H -0.933 0.469 -0.610
H -3.795 -2.539 -2.549
C -1.397 -0.567 1.336
*
```

***

Record 6
Density functional theory data (ωB97M-V/def2-TZVPD) for a cluster of 4 separate species, C18H32IO11S in total.

Calculated values
Strongest force on any atom in eV Å⁻¹: 0.4
Energy in eV: -60636.63409

Structure (ORCA input):
```
! RIJCOSX wB97M-V def2-TZVPD def2/J DEFGRID3
* xyz 1 1
C -2.143 1.133 -2.925
H -6.500 -2.053 4.660
H 0.648 1.298 -3.174
C 6.070 3.017 2.793
O 4.490 -6.176 -3.554
O 6.650 3.439 1.642
H -6.297 0.226 3.671
H 1.240 -0.806 0.152
H -3.724 -0.791 4.959
H -5.877 -1.296 6.139
H 1.858 -3.430 -3.105
C 0.797 0.980 -1.005
C -5.598 -1.832 5.230
O 2.260 -6.055 -3.889
C 1.738 0.098 -0.207
I -1.568 -1.726 -1.143
C 0.037 -5.124 -4.066
H -5.119 -2.765 5.520
H -5.027 1.192 4.481
H 4.763 5.398 2.184
O -4.289 -1.667 3.197
C 4.559 4.398 1.791
H 2.955 3.243 0.975
H -3.087 0.684 -2.598
H 0.862 -6.225 -2.403
C 5.642 3.994 0.800
C 3.140 4.263 1.312
H 0.678 2.914 -1.322
H 5.281 3.218 0.119
O 3.205 -4.779 -2.331
H 6.070 4.818 0.236
O 1.355 2.280 -1.050
H -2.469 3.616 -0.922
H -2.356 0.637 -0.200
C 1.172 -5.485 -3.148
H 2.445 4.508 2.114
H 1.476 -4.079 -1.476
H 2.098 0.649 0.662
C -2.666 2.560 -1.106
C 0.618 0.469 -2.456
H 1.384 -0.255 -2.749
O -3.625 -0.990 1.156
O 6.604 2.361 3.624
C 3.430 -5.723 -3.292
C -4.657 -0.983 4.422
H -0.193 1.013 -0.538
H -0.768 -4.671 -3.482
S -0.936 -0.320 -2.927
H -0.363 -6.006 -4.562
O -4.540 0.459 2.618
C 1.868 -4.318 -2.462
H -2.167 1.347 -4.000
H -3.676 2.489 -1.520
C -5.227 0.316 3.872
C -4.107 -0.765 2.229
H 0.372 -4.416 -4.826
C -2.464 1.681 0.099
O 4.791 3.461 2.857
H 2.956 4.941 0.476
H 2.609 -0.211 -0.791
O -1.736 2.205 -2.189
H -1.596 1.976 0.693
H -3.348 1.662 0.736
*
```

***

Record 7
Density functional theory data (ωB97M-V/def2-TZVPD) for a structure of composition C18H32LuNO5P2S at a distorted geometry.

Calculated values
Relative energy (zero: lowest compared OMol25 entry of this formula, charge and spin) in kcal per mole: 18.8
Strongest force on any atom in eV Å⁻¹: 4.8

Structure (ORCA input):
```
! RIJCOSX wB97M-V def2-TZVPD def2/J DEFGRID3
* xyz 0 1
H -4.848 0.376 -0.365
H 3.834 -0.351 1.083
H -1.116 2.850 -0.936
H 3.489 3.477 -3.732
O -3.007 -0.300 2.835
H 3.003 -1.941 0.951
C -4.648 -2.181 -1.449
C 2.902 1.117 -0.996
C 0.964 -1.365 -2.749
C 1.974 -1.513 -1.618
Lu -0.903 -0.043 -0.391
C -1.236 -1.022 -3.477
H 2.323 -0.658 1.990
C -2.713 -0.765 -3.184
C 0.021 1.505 3.778
S -1.698 -0.063 2.313
N -0.325 -1.017 -2.467
H -5.599 -1.679 -1.221
H -2.988 0.252 -3.527
H -4.001 1.327 -1.611
C 0.101 -0.887 4.194
H 2.910 1.848 6.531
H -0.237 -1.895 3.955
H 2.908 -1.495 -1.978
H -3.323 -1.461 -3.789
O -0.689 2.091 -1.359
C -0.454 0.213 3.535
O -1.124 -1.204 1.451
C 1.381 -1.594 -4.051
H 3.934 0.757 -1.125
H 1.818 -2.480 -1.096
H -0.366 2.347 3.207
C 0.473 -1.492 -5.099
C 1.085 -0.675 5.153
H -1.616 -1.127 -5.570
H -4.435 -2.918 -0.662
H 2.431 -1.836 -4.218
H -3.243 1.010 0.003
H 3.333 0.121 6.505
H -1.439 1.778 -2.142
H -2.303 -1.595 -0.659
H 1.384 2.701 4.946
O -1.574 1.136 1.368
C 1.520 0.617 5.460
C 2.505 0.834 6.570
H 2.895 1.956 -0.287
H -4.732 -2.704 -2.412
H 2.365 2.785 -4.453
P 1.849 -0.202 -0.311
C -0.853 -1.207 -4.795
H 0.790 -1.644 -6.127
H 2.529 1.501 -1.955
C 1.006 1.697 4.740
H 1.521 -1.525 5.681
H 2.029 0.697 7.550
C 2.859 -0.857 1.051
H 1.904 3.896 0.873
P -3.324 -0.998 -1.489
O 2.621 3.222 -3.613
C -3.864 0.583 -0.811
*
```

***

Record 8
Density functional theory data (ωB97M-V/def2-TZVPD) for a structure of composition C18H32N10O5PbS2.

Calculated values
Relative energy (zero: lowest compared OMol25 entry of this formula, charge and spin) in kcal per mole: 0.0
Strongest force on any atom in eV Å⁻¹: 0.2

Structure (ORCA input):
```
! RIJCOSX wB97M-V def2-TZVPD def2/J DEFGRID3
* xyz 1 2
H 1.858 1.128 1.739
S 5.740 1.290 -1.571
H -1.410 -1.125 -2.193
C 2.921 4.297 -2.753
H -6.731 0.832 -5.315
N 2.198 3.096 -0.845
N -6.120 1.529 -5.698
C -1.757 -0.130 -1.891
H 3.253 -3.055 6.009
C 3.310 3.473 -0.132
H 1.920 -1.950 6.396
N 3.803 0.511 0.284
C -5.031 -0.283 -3.705
O 0.587 -2.999 2.577
C -1.154 0.858 -2.932
O 0.046 1.132 -2.795
H 1.967 0.336 4.059
C 4.255 4.276 -0.781
H 2.712 -1.014 1.932
N 0.041 -5.175 4.746
H 3.657 -0.902 4.932
H -1.436 1.037 -0.219
H 4.800 5.328 -2.559
H 1.159 -3.169 3.970
C 2.408 -2.505 5.587
H -0.218 -6.110 5.002
C 0.855 -2.052 1.796
S 3.536 2.927 1.469
N 1.468 -3.417 4.957
H -3.220 -1.394 -3.604
N -1.123 0.146 -0.592
O 1.294 2.318 -0.286
C 4.627 0.824 -0.509
H -3.568 -0.535 -0.837
H 1.121 3.071 -2.578
C -3.290 -0.151 -1.820
H 0.749 -5.668 7.142
Pb 1.409 0.003 -0.798
H -4.427 -1.899 -2.443
H -6.524 2.237 -6.283
C 1.698 -0.862 2.318
O 0.494 -1.985 0.602
H -3.101 2.623 -5.436
C 2.011 3.482 -2.121
C 0.936 -4.489 5.478
H 5.143 4.535 -0.224
H -5.493 -0.964 -4.426
H -3.662 0.877 -1.861
H 3.410 -2.156 3.741
H 2.736 4.581 -3.778
C 2.901 -1.557 4.500
H 0.309 0.636 1.991
N -4.070 2.617 -5.727
H -4.331 3.146 -6.538
C -4.854 1.631 -5.259
H -5.817 0.103 -3.046
H -1.317 -0.589 0.081
H 1.864 -4.368 7.290
N 1.253 -4.915 6.711
O -1.907 1.301 -3.840
H -0.106 -4.879 3.790
C -3.969 -1.022 -2.900
H -3.328 0.957 -4.111
C 4.060 4.707 -2.075
N -4.352 0.804 -4.385
C 1.782 -0.718 3.845
H 0.809 -0.952 4.288
N 1.214 0.342 1.639
*
```